<w>
{"formula": "C4H6FNOS", "method": "the ωB97M-V functional and the def2-TZVPD basis", "mol_weight_da": 135.2, "total_charge": 0, "smiles": "O[C@@]1(CF)CNC1=S", "homo_lumo_gap_ev": 9.1594, "symbols": ["S", "F", "O", "N", "C", "C", "C", "C", "H", "H", "H", "H", "H", "H"], "coordinates": [[-1.04018, 1.57601, -2.18964], [0.21268, 0.54752, 2.38218], [-1.64912, -0.35284, 0.64766], [0.52020, -0.58285, -1.57415], [-0.33712, 0.39773, -1.30172], [-0.38729, -0.00562, 0.17874], [0.25521, 1.04290, 1.06822], [0.55593, -1.18180, -0.24100], [0.96675, -0.81741, -2.45548], [1.27288, 1.20160, 0.81690], [1.54455, -1.22708, 0.21801], [-1.60817, -0.36838, 1.60401], [-0.34680, 1.95245, 1.04148], [0.04050, -2.18225, -0.19522]]}

***

<x>
{"formula": "C4H6FNOS", "method": "the ωB97M-V functional and the def2-TZVPD basis", "mol_weight_da": 135.2, "total_charge": 0, "smiles": "O/N=C\\[C@H](F)[C@H]1CS1", "homo_lumo_gap_ev": 9.4727, "symbols": ["S", "F", "O", "N", "C", "C", "C", "C", "H", "H", "H", "H", "H", "H"], "coordinates": [[-0.39803, 0.59681, 1.97397], [2.09259, -0.49459, 0.56132], [-0.92333, 0.07312, -2.25790], [-0.86545, -1.15670, -1.46590], [0.24794, 0.76544, 0.24454], [0.18835, -1.31388, -0.71438], [1.17569, -0.19734, -0.41142], [-1.16913, 0.93407, 0.29537], [0.89078, 1.80284, 0.13961], [0.43601, -2.42107, -0.36859], [-1.36383, -0.22934, -3.14759], [-1.93639, 0.19172, -0.06423], [1.85069, -0.03839, -1.44237], [-1.55432, 1.97877, 0.08753]]}

***

Which one sits at the top of the stability order? <w> does.

***

<w>
{"formula": "C4H13N5", "method": "the ωB97M-V functional and the def2-TZVPD basis", "mol_weight_da": 131.2, "total_charge": 0, "homo_lumo_gap_ev": [6.4779, 6.0868], "symbols": ["N", "N", "N", "N", "N", "C", "C", "C", "C", "H", "H", "H", "H", "H", "H", "H", "H", "H", "H", "H", "H", "H"], "coordinates": [[-0.80074, 0.09857, 0.58485], [-0.69121, -1.36452, 2.38303], [0.28612, 2.11806, 0.03435], [1.21746, -0.13569, 1.93196], [1.04025, -0.53836, -1.23166], [-1.25727, 1.11926, -1.58409], [0.70196, -1.79539, -0.73081], [-0.36166, 0.94926, -0.39534], [0.05053, -0.51817, 1.54540], [-1.57570, -0.97999, 2.68773], [-0.72971, 1.64366, -2.38337], [-0.12897, -1.65837, 3.16928], [0.90429, -0.40209, -2.22614], [1.95589, -0.21219, -0.95332], [0.77028, 2.02217, 0.91812], [-1.56819, 0.14581, -1.96709], [-1.54172, -0.52233, 0.29426], [-2.15011, 1.70215, -1.33607], [1.73579, 0.35886, 1.21438], [0.85927, 2.55524, -0.67456], [1.33398, -2.25370, 0.01407], [-0.05055, -2.33225, -1.29500]]}

***

<x>
{"formula": "C4H13N5", "method": "the ωB97M-V functional and the def2-TZVPD basis", "mol_weight_da": 131.2, "total_charge": 0, "smiles": "[H]/N=C(\\N)N(N)N.C=CC", "homo_lumo_gap_ev": 10.0393, "symbols": ["N", "N", "N", "N", "N", "C", "C", "C", "C", "H", "H", "H", "H", "H", "H", "H", "H", "H", "H", "H", "H", "H"], "coordinates": [[1.03517, -0.59106, -0.42357], [0.67909, -1.90944, -0.04208], [2.03882, 1.45622, 0.07426], [1.64567, -0.19889, 1.74283], [1.60854, -0.51761, -1.71205], [1.63395, 0.22756, 0.54421], [-1.88602, 0.17536, 0.48423], [-1.93873, 1.41708, -0.34154], [-2.76982, -0.80654, 0.44569], [2.77242, 1.91374, 0.59107], [-3.61708, -0.77999, -0.22434], [-0.91252, 0.03120, 1.04699], [-2.78427, 1.39554, -1.02779], [2.34112, -1.22266, -1.81434], [-2.72452, -1.63723, 1.13321], [0.88305, -0.73020, -2.39219], [1.22916, -2.17002, 0.77736], [-0.30327, -1.88407, 0.23104], [2.12676, 1.52691, -0.92806], [-2.03119, 2.29247, 0.30282], [1.97134, 0.48715, 2.41436], [-0.99765, 1.52448, -0.88209]]}

***

<y>
{"formula": "C4H13N5", "method": "the ωB97M-V functional and the def2-TZVPD basis", "mol_weight_da": 131.2, "total_charge": 0, "homo_lumo_gap_ev": [7.0338, 7.0348], "symbols": ["N", "N", "N", "N", "N", "C", "C", "C", "C", "H", "H", "H", "H", "H", "H", "H", "H", "H", "H", "H", "H", "H"], "coordinates": [[0.92170, 0.43721, -0.31496], [-1.75832, -0.87390, -1.25245], [-1.50133, -0.46912, 0.08731], [-0.13536, -0.69678, 2.07889], [-0.66867, -1.07404, -2.11050], [-2.25579, 0.42365, 0.63863], [0.68128, 1.72445, 0.24441], [-0.13928, -0.92907, 0.82773], [2.27615, -0.02137, -0.15724], [2.38954, -1.03095, -0.56419], [-2.93653, 1.01405, 0.03895], [-0.39974, -2.05351, -2.05266], [0.88783, 2.52796, -0.47705], [-0.39037, 1.81726, 0.50860], [0.41971, -1.38196, 2.58065], [-2.37114, -0.17722, -1.66466], [2.97538, 0.62976, -0.70343], [-2.22119, 0.51727, 1.71047], [1.25718, 1.91437, 1.16451], [0.11075, -0.46134, -1.80675], [2.58643, -0.03841, 0.90421], [0.27175, -1.79828, 0.31950]]}

***

Which one sits at the top of the stability order? <x> does.